Model w:
Molecular formula: C16H16N2O3
Method: DFT, wB97M-V/def2-TZVPD

Computed properties:
E_HOMO: -7.62 eV
HOMO-LUMO gap: 6.688 eV
E_LUMO: -0.94 eV
SMILES string: CC(/C=C/c1ccco1)=N\NC(=O)[C@@H](O)c1ccccc1
spin multiplicity: 1

The geometry in XYZ format:
```
37
C16H16N2O3 (wB97M-V/def2-TZVPD)
C -0.378 -3.643 -0.961
C 0.089 -2.292 -0.510
N -0.764 -1.300 -0.195
N -2.180 -1.643 -0.362
C -3.189 -0.980 -0.007
O -4.428 -1.076 -0.106
C -2.852 0.189 1.255
C -1.934 1.335 0.209
C -0.696 1.699 0.663
C 0.136 2.557 0.036
C -0.484 3.379 -1.080
C -1.799 2.922 -1.630
C -2.413 1.718 -0.929
H -3.405 1.712 -1.111
H -2.118 3.256 -2.548
H 0.082 3.870 -1.529
H 1.124 2.707 0.435
H -0.255 1.163 1.721
O -2.025 -0.189 2.122
H -1.855 0.441 2.903
H -3.735 0.817 1.326
H -2.685 -2.323 -0.710
C 1.330 -1.849 -0.312
C 1.726 -0.668 0.042
C 3.159 -0.180 -0.229
C 4.420 -1.050 -0.034
C 5.391 -0.336 0.183
C 4.817 1.227 0.305
O 3.371 0.920 0.347
H 5.218 2.004 0.587
H 6.441 -0.248 0.169
H 4.403 -2.152 -0.308
H 1.104 0.126 -0.029
H 2.008 -2.910 -0.507
H -1.143 -4.221 -0.361
H -0.878 -3.347 -1.979
H 0.485 -4.249 -1.345
```


Model x:
Molecular formula: C16H16N2O3
Method: DFT, wB97M-V/def2-TZVPD

Computed properties:
E_HOMO: -9.21 eV
HOMO-LUMO gap: 8.824 eV
E_LUMO: -0.39 eV
SMILES string: C=CCN(CC=C)C(=O)CN1C(=O)c2ccccc2C1=O
spin multiplicity: 1

The geometry in XYZ format:
```
37
C16H16N2O3 (wB97M-V/def2-TZVPD)
C 5.237 0.477 1.931
C 4.124 -0.101 1.518
C 2.899 0.656 1.108
N 2.506 0.428 -0.279
C 1.353 0.871 -0.814
O 1.008 0.591 -1.947
C 0.437 1.762 0.041
N -0.816 1.062 0.210
C -0.902 -0.194 0.783
O 0.015 -0.771 1.316
C -2.315 -0.609 0.619
C -2.967 -1.760 1.007
C -4.321 -1.869 0.702
C -4.990 -0.855 0.035
C -4.331 0.308 -0.355
C -2.989 0.414 -0.055
C -2.021 1.503 -0.331
O -2.185 2.565 -0.869
H -4.844 1.100 -0.876
H -6.040 -0.969 -0.189
H -4.859 -2.760 0.990
H -2.441 -2.546 1.526
H 0.850 2.025 1.015
H 0.211 2.669 -0.529
C 3.306 -0.449 -1.122
C 2.807 -1.865 -1.070
C 2.669 -2.637 -2.129
H 2.308 -3.648 -2.054
H 2.914 -2.288 -3.119
H 2.533 -2.223 -0.086
H 4.344 -0.392 -0.784
H 3.241 -0.078 -2.148
H 2.079 0.327 1.760
H 3.079 1.727 1.261
H 4.038 -1.178 1.509
H 6.087 -0.095 2.261
H 5.345 1.549 1.960
```


model x (1522.3 kJ/mol below the next structure)


Model w:
Molecular formula: C3H3O4P
Method: DFT, wB97M-V/def2-TZVPD

Computed properties:
E_HOMO (alpha / beta): -7.29 / -7.30 eV
HOMO-LUMO gap (alpha / beta): 7.168 / 7.171 eV
E_LUMO (alpha / beta): -0.13 / -0.13 eV
spin multiplicity: 1

The geometry in XYZ format:
```
11
C3H3O4P (wB97M-V/def2-TZVPD)
C -0.950 1.292 0.238
C 1.320 0.401 0.051
C 0.001 0.284 -0.164
O -3.493 -0.916 -0.396
O -0.711 2.474 0.266
O 1.995 -0.787 0.215
O -0.463 -1.038 -0.343
P -2.476 -0.845 0.622
H 1.765 1.305 0.082
H 2.871 -0.543 0.209
H 0.142 -1.628 -0.782
```


Model x:
Molecular formula: C3H3O4P
Method: DFT, wB97M-V/def2-TZVPD

Computed properties:
E_HOMO: -8.29 eV
HOMO-LUMO gap: 7.148 eV
E_LUMO: -1.14 eV
spin multiplicity: 1

The geometry in XYZ format:
```
11
C3H3O4P (wB97M-V/def2-TZVPD)
C -1.741 1.398 0.217
C 1.770 0.364 0.804
C -2.186 0.264 -0.239
O -1.350 2.506 0.185
O 0.501 0.545 -1.487
O 2.582 0.948 0.142
O -2.902 -0.735 0.243
P 0.129 -0.208 -0.126
H 1.941 -0.036 1.808
H 1.300 1.094 -1.383
H -2.991 -1.427 -0.429
```


model w (24.8 kJ/mol below the next structure)